53
Properties=species:S:1:pos:R:3 method="wB97M-V/def2-TZVPD" total_charge=0 max_force_ev_per_a=1.351 e_above_lowest_ev=1.735 total_energy_ev=-44177.76769 orbital_gap_ev=8.881 smiles="CCCCN(C)C(=O)CS(=O)(=O)Cc1nc(-c2cccc(OC)c2)oc1C"
C 7.582 -0.608 1.397
C 6.208 -0.115 1.835
C 5.388 0.465 0.684
C 5.031 -0.588 -0.370
N 3.947 -0.131 -1.222
C 4.239 0.971 -2.112
C 2.706 -0.566 -0.956
O 2.477 -1.460 -0.148
C 1.555 0.123 -1.633
S 1.037 1.412 -0.420
O 2.234 2.077 0.031
O 0.043 2.221 -1.063
C 0.335 0.483 0.995
C -0.999 -0.032 0.657
N -2.117 0.739 0.811
C -3.110 0.014 0.389
C -4.502 0.402 0.356
C -4.861 1.692 0.751
C -6.189 2.060 0.723
C -7.171 1.169 0.311
C -6.817 -0.117 -0.084
O -7.692 -1.072 -0.507
C -9.062 -0.757 -0.554
C -5.477 -0.496 -0.060
O -2.719 -1.209 -0.037
C -1.374 -1.243 0.131
C -0.635 -2.484 -0.203
H 7.495 -1.446 0.710
H 8.133 0.189 0.902
H 8.158 -0.935 2.259
H 5.655 -0.938 2.293
H 6.334 0.661 2.593
H 5.942 1.284 0.221
H 4.455 0.879 1.074
H 5.892 -0.826 -1.000
H 4.685 -1.498 0.123
H 3.813 1.903 -1.735
H 3.858 0.772 -3.115
H 5.319 1.078 -2.178
H 0.704 -0.539 -1.743
H 1.776 0.638 -2.559
H 1.056 -0.300 1.210
H 0.285 1.211 1.800
H -4.088 2.373 1.064
H -6.479 3.055 1.025
H -8.201 1.490 0.302
H -9.451 -0.503 0.437
H -9.262 0.068 -1.246
H -9.558 -1.656 -0.915
H -5.213 -1.495 -0.367
H -0.829 -2.775 -1.235
H 0.433 -2.340 -0.060
H -0.971 -3.300 0.437